Entry 1:
{
  "formula": "C26H28N2O2S",
  "method": "the ωB97M-V functional and the def2-TZVPD basis",
  "elements": ["C", "C", "C", "C", "N", "C", "O", "C", "C", "C", "C", "C", "C", "N", "C", "O", "C", "C", "C", "C", "C", "S", "C", "C", "C", "C", "C", "C", "C", "C", "C", "H", "H", "H", "H", "H", "H", "H", "H", "H", "H", "H", "H", "H", "H", "H", "H", "H", "H", "H", "H", "H", "H", "H", "H", "H", "H", "H", "H"],
  "coordinates": [[-3.2890, -3.7348, 1.2612], [-2.4654, -3.3236, 0.0456], [-3.2556, -2.5507, -1.0235], [-4.3810, -3.3713, -1.6453], [-3.7989, -1.3218, -0.4809], [-3.2133, -0.1214, -0.6478], [-2.1638, -0.0061, -1.2790], [-3.9082, 1.0283, -0.0096], [-5.2855, 0.9986, 0.2047], [-5.9390, 2.0453, 0.8234], [-5.2142, 3.1479, 1.2495], [-3.8552, 3.2178, 1.0268], [-3.1858, 2.1783, 0.3782], [-1.8334, 2.2371, 0.0935], [-0.9185, 3.1912, 0.4313], [-1.1515, 4.1540, 1.1369], [0.4434, 2.9477, -0.1295], [1.5150, 3.5588, 0.5189], [2.8045, 3.4017, 0.0553], [3.0534, 2.6366, -1.0780], [4.4456, 2.4762, -1.6048], [5.7158, 2.1858, -0.3186], [5.5200, 0.4770, 0.0976], [6.6065, -0.1480, 0.7027], [6.5256, -1.4752, 1.0669], [5.3683, -2.2126, 0.8330], [5.3015, -3.6579, 1.2235], [4.2923, -1.5744, 0.2344], [4.3558, -0.2396, -0.1274], [1.9831, 2.0402, -1.7363], [0.6896, 2.1901, -1.2719], [-3.7048, -2.8643, 1.7641], [-4.1008, -4.4011, 0.9811], [-2.6553, -4.2593, 1.9723], [-1.6382, -2.6905, 0.3734], [-2.0392, -4.2124, -0.4227], [-2.5516, -2.2456, -1.8059], [-5.1430, -3.6094, -0.9068], [-3.9865, -4.2994, -2.0491], [-4.8483, -2.8133, -2.4533], [-4.6058, -1.4057, 0.1149], [-5.8678, 0.1597, -0.1500], [-7.0074, 2.0026, 0.9711], [-5.7156, 3.9660, 1.7444], [-3.2912, 4.0806, 1.3390], [-1.5222, 1.4512, -0.4805], [1.3113, 4.1580, 1.3935], [3.6308, 3.8668, 0.5725], [4.5157, 1.6664, -2.3313], [4.7779, 3.4040, -2.0767], [7.5078, 0.4188, 0.8813], [7.3747, -1.9519, 1.5353], [6.0446, -4.2337, 0.6726], [4.3183, -4.0724, 1.0159], [5.5123, -3.7746, 2.2858], [3.3791, -2.1222, 0.0490], [3.4924, 0.2300, -0.5709], [2.1636, 1.4536, -2.6267], [-0.1130, 1.7231, -1.8229]],
  "smiles": "CC[C@@H](C)NC(=O)c1ccccc1NC(=O)c1ccc(CSc2ccc(C)cc2)cc1",
  "relative_energy_kcal_mol": 0.0,
  "max_force_ev_per_a": 0.7,
  "gap_ev": 8.38
}

=====

Entry 2:
{
  "formula": "HN3O3S",
  "method": "the ωB97M-V functional and the def2-TZVPD basis",
  "elements": ["O", "N", "S", "N", "N", "O", "O", "H"],
  "coordinates": [[-2.8885, -0.0795, 0.9918], [-2.3320, -0.2673, -0.0355], [-1.1145, -0.5035, -0.8476], [0.8008, -0.6294, -0.1445], [1.2421, 0.5928, 0.0798], [2.4324, 0.7657, 0.1956], [0.3773, 1.4464, 0.1749], [1.4824, -1.3253, -0.4145]],
  "smiles": "O=NSN[N+](=O)[O-]",
  "relative_energy_kcal_mol": 17.4,
  "max_force_ev_per_a": 2.9,
  "gap_ev": 9.01
}

=====

Entry 3:
{
  "formula": "C4H14N2OS",
  "method": "the ωB97M-V functional and the def2-TZVPD basis",
  "elements": ["C", "C", "C", "S", "N", "C", "N", "H", "H", "H", "H", "H", "H", "H", "H", "H", "H", "H", "H", "H", "H", "O"],
  "coordinates": [[0.5715, 1.4492, -1.8902], [0.0839, 0.7480, -0.6280], [-1.3960, 0.9677, -0.2090], [-2.4493, -0.5236, 0.0796], [0.8511, 0.7239, 0.6386], [0.5034, -0.3830, 1.5278], [1.2315, -1.6138, 1.2185], [0.4267, 2.5408, -1.9095], [1.6659, 1.2932, -1.9809], [0.0554, 0.9358, -2.7279], [0.2235, -0.3460, -0.8651], [-1.2299, 1.5164, 0.7309], [-1.9731, 1.6474, -0.8359], [-1.4674, -0.9885, 1.8575], [1.7840, 0.4499, 0.2756], [0.6347, -0.0878, 2.5705], [-0.6395, -0.6008, 1.5622], [2.0003, -1.4008, 0.5376], [1.7026, -1.9857, 2.0673], [-0.7804, -1.7008, -0.5682], [3.6996, -0.3808, -0.4386], [2.7648, -0.4878, -0.6851]],
  "charge": 1,
  "relative_energy_kcal_mol": 176.2,
  "max_force_ev_per_a": 3.8,
  "gap_ev": [7.20, 5.77],
  "multiplicity": 2
}

=====

Entry 4:
{
  "formula": "H24Na2O16S",
  "method": "the ωB97M-V functional and the def2-TZVPD basis",
  "elements": ["Na", "Na", "S", "O", "O", "O", "O", "O", "H", "H", "O", "H", "H", "O", "H", "H", "O", "H", "H", "O", "H", "H", "O", "H", "H", "O", "H", "H", "O", "H", "H", "O", "H", "H", "O", "H", "H", "O", "H", "H", "O", "H", "H"],
  "coordinates": [[-1.1925, -2.9099, -1.4822], [-1.9435, 1.3873, -2.0191], [-0.2511, -0.1123, 0.0198], [1.0203, -0.6931, 0.3973], [-1.3172, -0.3785, 0.9766], [-0.2270, 1.3552, -0.1175], [-0.6729, -0.6175, -1.2828], [-2.2846, -0.7779, -4.2967], [-2.2535, -0.1330, -5.0034], [-1.3732, -0.8756, -4.0208], [0.9050, 3.1312, -1.5855], [0.5043, 2.5834, -0.9105], [1.7622, 2.7339, -1.7393], [-1.9674, -0.8267, 3.5421], [-1.6336, -0.5889, 2.6771], [-2.8510, -1.1552, 3.3764], [3.1526, 1.2562, 0.6152], [2.4323, 0.6353, 0.5062], [3.2277, 1.6883, -0.2357], [2.1630, -1.5988, -1.7659], [1.6355, -1.3785, -0.9982], [3.0000, -1.8922, -1.4059], [-1.5985, -2.9489, 0.9368], [-1.4588, -2.0111, 1.0675], [-1.0734, -3.3672, 1.6191], [-0.2355, 2.3404, 2.3396], [-0.5102, 1.9590, 1.5058], [0.4743, 1.7733, 2.6407], [-0.3132, 4.5394, 0.4716], [-0.1110, 3.8533, 1.1077], [0.3486, 4.4354, -0.2120], [1.8947, 0.9424, 3.0905], [2.0302, 0.7861, 2.1559], [1.7457, 0.0721, 3.4602], [0.6304, -1.4440, -4.0871], [0.9757, -1.5744, -3.2039], [0.8655, -2.2440, -4.5572], [1.4865, -1.8551, 2.6994], [1.2989, -1.5009, 1.8301], [2.3779, -2.1973, 2.6318], [-3.8787, -0.7163, -0.0457], [-2.9707, -0.5694, 0.2195], [-3.8140, -1.1053, -0.9179]],
  "relative_energy_kcal_mol": 16.4,
  "max_force_ev_per_a": 3.3,
  "gap_ev": 8.10
}